This record from the OMol25 dataset describes C4H6O2 as an isolated structure at a distorted geometry. The level of theory is the ωB97M-V functional and the def2-TZVPD basis.

The geometry in ORCA input format:
```
! RIJCOSX wB97M-V def2-TZVPD def2/J DEFGRID3
* xyz 0 1
O -1.13 -1.46 -1.68
O -1.96 0.33 -0.34
C 1.48 -0.25 0.14
C -0.04 -0.27 0.21
C -1.03 -0.62 -0.84
C -0.85 0.99 0.35
H 1.92 0.55 0.75
H -0.66 -1.10 0.73
H -0.43 1.75 -0.31
H -1.04 1.42 1.34
H 1.88 -0.12 -0.88
H 1.86 -1.19 0.52
*
```

## Properties
* electronic energy: -8338.77035 eV
* relative energy (zero: lowest compared OMol25 entry of this formula, charge and spin): 1.691 eV
* lowest unoccupied orbital energy: 0.79 eV
* orbital gap: 11.10 eV

Results of the natural (NBO) charge analysis, in e, for atoms 1 through 4: -0.5414, -0.5097, -0.6274, -0.3408